1.
Density functional theory data (the ωB97M-V functional and the def2-TZVPD basis) for an isolated molecule of C18H26N2O2.

```
! RIJCOSX wB97M-V def2-TZVPD def2/J DEFGRID3
* xyz 0 1
C 1.240 3.112 4.242
C 2.140 2.306 3.308
C 3.546 2.905 3.297
C 2.220 0.831 3.721
C 0.892 0.072 3.655
N 0.370 -0.009 2.310
C 0.256 -1.169 1.633
O 0.550 -2.248 2.100
C -0.303 -0.989 0.222
C -1.717 -0.395 0.212
C -2.408 -1.087 -0.958
O -3.454 -0.757 -1.471
N -1.663 -2.155 -1.300
C -1.986 -3.007 -2.414
C -1.076 -2.735 -3.627
C -1.026 -1.257 -3.900
C -2.116 -0.611 -4.469
C -2.106 0.759 -4.649
C -1.004 1.504 -4.262
C 0.090 0.869 -3.702
C 0.076 -0.503 -3.522
C -0.469 -2.328 -0.508
H 1.260 4.164 3.966
H 0.208 2.774 4.194
H 1.586 3.022 5.269
H 1.738 2.370 2.290
H 3.516 3.944 2.977
H 4.194 2.357 2.617
H 3.981 2.865 4.292
H 2.936 0.321 3.074
H 2.593 0.770 4.745
H 0.148 0.540 4.306
H 1.045 -0.959 3.983
H 0.111 0.854 1.860
H 0.373 -0.337 -0.340
H -2.264 -0.644 1.124
H -1.744 0.685 0.076
H -3.022 -2.781 -2.675
H -1.908 -4.055 -2.109
H -0.072 -3.114 -3.430
H -1.481 -3.271 -4.487
H -2.981 -1.185 -4.764
H -2.963 1.250 -5.086
H -0.998 2.576 -4.398
H 0.955 1.443 -3.402
H 0.938 -0.993 -3.087
H -0.594 -3.138 0.223
H 0.391 -2.566 -1.136
*
```

The HOMO-LUMO gap is 9.5 eV. The calculation puts the largest force on an atom at 0.013 hartree/bohr. Its structure (SMILES) is CC(C)CCNC(=O)[C@@H]1CC(=O)N(CCc2ccccc2)C1. Its HOMO energy is -0.331 Eh. The calculation puts the relative energy (zero: lowest compared OMol25 entry of this formula, charge and spin) at 7.8 kcal per mole. The total energy comes out at -26164.852 eV.

2.
Density functional theory data (the ωB97M-V functional and the def2-TZVPD basis) for an isolated molecule of C18H26N2O5S.

```
! RIJCOSX wB97M-V def2-TZVPD def2/J DEFGRID3
* xyz 0 1
C 0.251 -3.812 2.865
C -1.239 -3.652 2.581
C -1.692 -2.190 2.582
C -1.266 -1.467 1.296
N -1.352 -0.023 1.409
C -0.382 0.743 1.958
O -0.517 1.939 2.143
C 0.941 0.060 2.331
O 1.558 -0.636 1.271
C 2.042 0.074 0.201
C 2.644 -0.687 -0.800
C 3.172 -0.090 -1.925
C 3.107 1.294 -2.072
N 3.626 1.967 -3.184
C 4.233 1.455 -4.295
C 4.660 2.541 -5.263
O 4.413 0.277 -4.499
C 2.503 2.049 -1.073
C 1.971 1.453 0.056
C -2.530 0.671 0.908
C -2.500 0.797 -0.628
C -3.741 1.564 -1.019
S -5.011 0.822 0.069
O -5.711 -0.219 -0.632
O -5.798 1.842 0.698
C -3.864 0.053 1.275
H 0.491 -3.427 3.854
H 0.528 -4.863 2.835
H 0.856 -3.282 2.135
H -1.800 -4.193 3.345
H -1.480 -4.102 1.616
H -2.776 -2.148 2.688
H -1.264 -1.679 3.446
H -1.900 -1.786 0.467
H -0.242 -1.741 1.046
H 1.603 0.838 2.730
H 0.774 -0.691 3.108
H 2.695 -1.757 -0.675
H 3.637 -0.687 -2.691
H 3.532 2.973 -3.141
H 3.796 3.113 -5.594
H 5.136 2.082 -6.124
H 5.366 3.216 -4.783
H 2.444 3.124 -1.174
H 1.505 2.076 0.802
H -2.476 1.680 1.334
H -2.522 -0.195 -1.083
H -1.586 1.302 -0.942
H -4.041 1.425 -2.052
H -3.682 2.618 -0.769
H -4.196 0.292 2.279
H -3.914 -1.015 1.089
*
```

The HOMO-LUMO gap is 8.8 eV. The calculation puts the largest force on an atom at 0.014 hartree/bohr. Its structure (SMILES) is CCCCN(C(=O)COc1ccc(NC(C)=O)cc1)[C@H]1CCS(=O)(=O)C1. Its HOMO energy is -0.304 Eh. The calculation puts the relative energy (zero: lowest compared OMol25 entry of this formula, charge and spin) at 17.8 kcal per mole. The total energy comes out at -43141.271 eV.

Question: Number 1 is which compound?
Answer: C18H26N2O2